Record 1
Molecular formula: C9H27NaO12P2S
Method: DFT, wB97M-V/def2-TZVPD

Calculated values
Kohn-Sham gap ... 0.242 Eh
Total energy ... -2505.32835 Eh
Relative energy (zero: lowest compared OMol25 entry of this formula, charge and spin) ... 0.578 eV
Multiplicity ... 1

Last column: Löwdin charge in e.
Geometry (Å):
Na: -0.97828 2.11273 -0.01729  0.4206
O: -0.76240 3.63692 1.90055  -0.5501
H: 0.01518 3.11697 2.18261  -0.1828
O: 3.88804 1.39629 -0.11078  -0.2952
S: 2.75444 1.82708 0.72867  0.6980
O: 1.40068 1.77159 0.18710  -0.2921
O: 2.75945 0.87836 2.07341  -0.2792
C: 3.99913 0.48778 2.55706  -0.3051
C: 3.59488 -0.34049 3.80688  -0.0428
C: 3.05160 3.37477 1.56796  -0.0896
H: 4.67778 1.31129 2.77923  0.1108
H: 4.54943 -0.11434 1.83406  0.1154
H: 2.70663 0.06413 4.29206  0.0881
H: 4.38330 -0.50802 4.54066  0.0757
H: 3.40106 -1.33075 3.39465  0.0635
H: 2.13761 3.58231 2.12442  0.0686
H: 3.32868 4.07639 0.78116  0.0817
H: 3.89085 3.37518 2.26349  0.0715
C: -2.75761 -2.29199 3.38332  -0.1124
O: -2.62081 -1.16579 2.51043  -0.1703
P: -1.63595 -1.37106 1.27055  0.5036
O: -1.41373 -0.20587 0.36396  -0.2338
O: -2.33766 -2.64376 0.55355  -0.2236
C: -1.94132 -3.05777 -0.74201  -0.0912
O: -0.23529 -1.93341 1.92747  -0.2250
C: 1.00414 -2.07231 1.19380  -0.0587
H: -2.64265 -1.95458 4.41339  0.0942
H: -2.17277 -3.19399 3.20318  0.0878
H: -3.77032 -2.69192 3.43419  0.0879
H: -1.20290 -2.35915 -1.13542  0.0678
H: -2.85701 -3.06462 -1.33326  0.0895
H: -1.57923 -4.08562 -0.71930  0.0928
H: 1.36296 -3.08936 1.35182  0.0898
H: 1.72141 -1.46326 1.74397  0.0661
H: 0.95335 -1.87496 0.12302  0.0829
C: 1.24496 0.24501 -2.61339  -0.1211
O: 0.02113 -0.33864 -2.85436  -0.2062
P: -1.36747 0.47855 -3.10074  0.4858
O: -1.45859 1.79759 -2.43858  -0.2255
O: -1.44254 0.53829 -4.70097  -0.1855
C: -2.09333 1.56384 -5.35718  -0.1482
O: -2.56527 -0.51992 -2.72465  -0.2317
C: -3.92897 -0.21331 -2.59497  -0.0796
H: 1.95143 -0.08721 -3.37407  0.1032
H: 1.63705 -0.14364 -1.67355  0.0696
H: 1.13452 1.30521 -2.38564  0.0864
H: -1.49719 2.28886 -5.91132  0.0919
H: -2.78487 2.20512 -4.81072  0.0868
H: -2.70049 1.07928 -6.12180  0.0920
H: -4.24632 -0.05274 -1.56462  0.0983
H: -4.50658 -1.03631 -3.01583  0.0954
H: -4.07025 0.69132 -3.18639  0.0842

Record 2
Molecular formula: C16H26BClI3N2O3P2
Method: DFT, wB97M-V/def2-TZVPD

Calculated values
Charge ... -1
Kohn-Sham gap ... 0.277 Eh
Total energy ... -3021.53600 Eh
Multiplicity ... 1

Last column: Löwdin charge in e.
Geometry (Å):
C: 4.83504 -1.18118 0.75629  -0.1732
C: 3.61509 -0.26604 0.62124  -0.4396
P: 3.89584 1.05978 -0.64703  0.9837
C: 3.77229 -0.00646 -2.15612  -0.3208
C: 2.24838 1.94621 -0.59815  -0.7084
P: 2.11770 3.52414 -1.66291  0.6372
O: 3.10631 4.44956 -0.73659  -0.3761
Cl: 3.55308 3.19386 -3.23333  0.0973
O: 2.17301 2.45929 0.73532  -0.1805
B: 0.75366 2.43108 1.15394  -1.2115
I: 0.02013 4.43821 1.91734  0.5857
O: 0.01802 2.06220 -0.05850  -0.1300
C: 0.91614 1.15015 -0.62494  -0.4738
C: 0.32614 0.39665 -1.79622  -0.7264
I: 0.35858 1.37698 -3.70929  0.8601
C: -1.09166 -0.09786 -1.48609  -0.7624
C: -1.36308 -0.38019 -0.00959  -0.1405
I: -1.44482 -1.90532 -2.65784  0.8179
H: 5.07182 -1.67814 -0.18937  0.0546
H: 4.66410 -1.96336 1.50147  0.0628
H: 5.71767 -0.61603 1.06871  0.0645
H: 3.43255 0.24821 1.57062  0.0807
H: 2.73169 -0.87128 0.39140  0.0640
H: 4.75172 -0.46919 -2.30321  0.0265
H: 3.55294 0.60408 -3.03454  -0.0394
H: 3.02087 -0.80000 -2.08336  0.0286
H: 3.33506 5.26252 -1.21526  0.0470
H: 0.55435 1.63130 2.06919  0.0571
H: 1.12266 0.33922 0.10095  0.1097
H: 0.96771 -0.46748 -1.97225  0.0269
H: -1.84181 0.56629 -1.90751  0.0467
H: -1.10896 -1.40456 0.26867  0.0594
H: -2.42197 -0.23436 0.21198  0.0820
H: -0.79529 0.31648 0.61130  0.0545
N: -5.08911 -0.91918 -2.30598  0.0028
C: -6.13825 -0.47013 -3.05609  -0.1457
C: -7.26518 -0.52036 -2.27692  -0.1223
C: -6.87507 -1.01995 -1.00411  -0.1182
C: -5.52562 -1.25551 -1.05667  -0.1446
H: -4.13496 -0.99600 -2.61882  0.0320
H: -5.99640 -0.15013 -4.07420  0.1031
H: -8.25616 -0.22851 -2.58317  0.0831
H: -7.50941 -1.18424 -0.14893  0.0847
H: -4.84347 -1.63413 -0.31428  0.1035
N: 0.48833 -1.02926 3.00289  0.0172
C: -0.27824 -0.58445 4.03929  -0.1325
C: -0.53701 -1.65453 4.85783  -0.1196
C: 0.10350 -2.78858 4.28640  -0.1256
C: 0.72899 -2.36617 3.14095  -0.1502
H: 0.82840 -0.43827 2.26139  0.0952
H: -0.56979 0.45034 4.10230  0.1090
H: -1.11996 -1.62664 5.76359  0.0825
H: 0.10506 -3.79558 4.67013  0.0810
H: 1.31942 -2.90350 2.41811  0.1003

Record 3
Molecular formula: C6H10NO3S
Method: DFT, wB97M-V/def2-TZVPD

Calculated values
Charge ... -1
Kohn-Sham gap ... 0.256 Eh
Total energy ... -913.28784 Eh
Relative energy (zero: lowest compared OMol25 entry of this formula, charge and spin) ... 0.451 eV
SMILES ... [H]/N=C(/C([O-])=S(=O)=O)[C@H](C)CC
Multiplicity ... 1

Last column: Löwdin charge in e.
Geometry (Å):
C: -0.52375 -0.23188 -1.02135  -0.2726
C: -2.08946 -1.05410 -0.36475  -0.3680
C: 1.49878 -1.67877 0.77731  -0.1038
C: 0.32987 1.92005 -0.11667  -0.0693
C: 1.60834 -0.24416 0.27194  -0.2391
C: 0.23010 0.40872 0.11433  -0.3761
N: -0.33923 -0.23855 -2.25311  0.1227
O: -2.80150 1.52836 -0.28362  -0.5477
O: -2.14165 -2.23475 -0.23275  0.0002
O: -2.49036 0.12534 1.73453  -0.5629
S: -3.18999 0.28421 0.41764  0.6571
H: 1.05308 -1.70022 1.77059  0.0767
H: 2.48437 -2.14718 0.82907  0.0610
H: 0.86969 -2.26484 0.11123  0.0684
H: 0.92023 2.16013 -1.00349  0.0682
H: 0.78779 2.40198 0.74779  0.0728
H: -0.68050 2.30567 -0.24189  0.0527
H: 2.20519 0.34857 0.97449  0.1042
H: 2.12965 -0.24053 -0.69412  0.1035
H: -0.33940 0.25728 1.03586  0.1073
H: 0.47874 0.29466 -2.57304  0.0444

Record 4
Molecular formula: H12NO4
Method: DFT, wB97M-V/def2-TZVPD

Calculated values
Charge ... +1
Kohn-Sham gap ... 0.409 Eh
Total energy ... -362.69367 Eh
Relative energy (zero: lowest compared OMol25 entry of this formula, charge and spin) ... 0.657 eV
Multiplicity ... 1

Last column: Löwdin charge in e.
Geometry (Å):
N: 0.77894 0.16833 0.05736  0.2796
H: 0.34502 -0.31334 -0.73278  0.1048
H: 0.49468 -0.25615 0.95253  0.0992
H: 1.80935 0.27033 -0.04508  0.0856
H: 0.48490 1.14260 0.01316  0.1447
H: -4.33055 0.34203 -0.29033  0.0377
H: -5.39588 -0.48293 -0.96035  0.0420
O: -4.45814 -0.49919 -0.74628  -0.0622
H: 0.29133 -1.37102 2.93497  0.0622
H: 1.62351 -0.69439 3.25016  0.0675
O: 0.73939 -0.51885 2.90172  -0.0442
H: 4.25463 0.26134 -0.91649  0.0762
H: 4.07537 1.19360 0.21907  0.0755
O: 3.55351 0.60605 -0.34722  -0.0439
H: -1.87536 -0.56213 -1.86061  0.0582
H: -1.09816 0.51183 -2.65935  0.0649
O: -1.29252 0.20186 -1.77050  -0.0478

Record 5
Molecular formula: C3H4NiO2
Method: DFT, wB97M-V/def2-TZVPD

Calculated values
Charge ... +1
Kohn-Sham gap (spin up / spin down) ... 0.304 / 0.343 Eh
Total energy ... -1775.03426 Eh
Relative energy (zero: lowest compared OMol25 entry of this formula, charge and spin) ... 0.739 eV
Expectation value of S² ... 3.7618
Multiplicity ... 4

Last column: Mulliken spin population.
Geometry (Å):
H: 3.33239 0.62152 -0.55671  0.2161
O: 0.24257 0.94509 0.56762  -0.0139
O: -0.08597 -1.15369 0.39391  0.0266
C: -0.84037 0.85798 -0.29521  0.8227
C: -1.25671 -0.56601 -0.25280  -0.0397
C: 0.74900 -0.24563 0.77538  0.1475
H: -1.42609 1.76031 -0.42992  0.0268
H: -2.13999 -0.77776 0.36888  0.0639
H: -1.38128 -1.04445 -1.23490  0.0391
Ni: 2.80644 -0.39735 0.66374  1.7108

Record 6
Molecular formula: C4H24N2O6S
Method: DFT, wB97M-V/def2-TZVPD

Calculated values
Kohn-Sham gap ... 0.313 Eh
Total energy ... -1125.84784 Eh
Relative energy (zero: lowest compared OMol25 entry of this formula, charge and spin) ... 2.190 eV
SMILES ... NCCNCCS.O.O.O.O.O.O
Multiplicity ... 1

Last column: Löwdin charge in e.
Geometry (Å):
C: -0.51806 0.49789 -1.52536  -0.2503
N: -1.36407 -0.45781 -2.24047  -0.0656
C: -2.51461 -0.86976 -1.44801  -0.2940
C: -2.08142 -1.84452 -0.30236  -0.5652
S: -3.14736 -1.74289 1.11678  0.7516
C: -0.88152 1.53858 -0.46200  -0.2372
N: -1.97880 2.41899 -0.93645  -0.0164
H: 0.18912 -0.16236 -1.02161  0.0825
H: 0.06303 0.95493 -2.33499  0.1103
H: -2.64101 -2.67594 1.88269  -0.1594
H: -3.25779 -1.39531 -2.06695  0.1173
H: -3.02618 0.01061 -1.02066  0.0740
H: -2.17043 -2.80349 -0.80890  0.0677
H: -1.02451 -1.70632 -0.13405  0.0437
H: -0.03307 2.23797 -0.40218  0.1153
H: -1.27413 1.01298 0.37094  0.0848
H: -2.24169 3.19817 -0.33424  0.0635
H: -1.62041 -0.08081 -3.13593  0.0995
H: -2.88596 1.95040 -0.88207  0.0461
H: 2.25189 -0.05172 -2.97034  0.0624
H: 3.51223 -0.45833 -2.46478  0.0741
O: 2.69642 -0.05179 -2.10797  -0.0643
H: 0.87700 1.22988 2.07482  0.0195
H: 1.05257 0.86346 3.56949  0.0627
O: 0.44582 0.82390 2.82674  -0.0622
H: 3.06243 1.41448 1.26741  0.0252
H: 2.27881 0.12231 1.73127  0.0304
O: 2.87699 0.84960 2.02879  -0.0638
H: 3.43744 1.60284 -1.46240  0.0078
H: 2.45853 2.13402 -0.51234  -0.0053
O: 3.17329 2.45896 -1.07417  -0.0691
H: 1.52778 -2.28404 2.09833  0.0247
H: 2.06142 -2.01502 0.78679  0.0367
O: 2.41131 -2.21583 1.67039  -0.0614
H: -0.51370 -2.21798 2.96514  0.0509
H: -0.49339 -0.76936 2.93613  0.0370
O: -0.70796 -1.51668 2.32254  -0.1732

Record 7
Molecular formula: C5H38O15
Method: DFT, wB97M-V/def2-TZVPD

Calculated values
Kohn-Sham gap ... 0.309 Eh
Total energy ... -1341.74561 Eh
Relative energy (zero: lowest compared OMol25 entry of this formula, charge and spin) ... 5.362 eV
Multiplicity ... 1

Last column: Löwdin charge in e.
Geometry (Å):
C: 0.90817 1.72599 2.35703  -0.0841
C: 0.02413 0.99106 1.40150  -0.1548
C: -0.11194 1.31528 0.11334  -0.1511
C: -0.72784 0.51159 -0.98295  -0.1773
C: -0.50427 0.59829 -2.30493  0.0049
H: 0.31022 2.49164 2.93553  0.0947
H: 1.79849 2.23845 1.94100  0.0641
H: 1.50512 1.02618 2.96314  0.0559
H: -0.50234 0.11940 1.72505  0.0874
H: 0.44755 2.22766 -0.28968  0.0951
H: -1.51326 -0.36718 -0.62890  0.1232
H: -0.63977 -0.15695 -3.02008  0.0275
H: 0.09792 1.29949 -2.85356  0.0570
H: -2.03663 -2.77890 0.46880  0.0420
H: -0.86937 -3.11707 -0.36261  -0.0252
O: -1.05560 -2.70963 0.45551  -0.0716
H: 1.71581 2.00714 -1.07407  0.0893
H: 3.05698 1.28312 -1.63505  0.0352
O: 2.11773 1.34693 -1.75593  -0.0893
H: 4.07364 0.58565 1.20128  0.0577
H: 4.11940 2.03087 1.16898  0.0433
O: 3.95183 1.34219 0.49336  -0.1120
H: 3.43366 -1.23101 1.03260  -0.0206
H: 3.43864 -1.44068 2.51478  0.0693
O: 4.00706 -1.15964 1.75567  -0.0373
H: 0.61944 -0.69300 4.68872  0.0522
H: 1.46937 -2.03332 4.45762  0.0231
O: 1.42451 -1.09998 4.31737  -0.0546
H: -3.24000 -0.88526 4.04187  0.0645
H: -3.05097 0.63865 3.99366  0.0682
O: -2.67242 -0.16746 4.48654  -0.1250
H: -3.10968 -2.84196 -2.17294  0.0499
H: -1.71341 -2.82183 -2.42319  -0.0038
O: -2.31685 -2.76728 -1.65241  -0.0775
H: -1.80571 2.88141 1.68054  0.0155
H: -2.73534 3.92312 0.97235  -0.0101
O: -1.93413 3.81969 1.46967  -0.0574
H: -3.76741 2.08740 0.19868  -0.0086
H: -3.82085 2.87446 -1.03539  0.1296
O: -4.13678 2.94510 -0.03088  -0.0924
H: 1.94673 -4.48067 -1.62588  0.0587
H: 1.27526 -3.25746 -1.56773  -0.0071
O: 1.25025 -4.03114 -2.07046  0.0016
H: -1.22155 3.92012 -0.79376  -0.0109
H: 0.07650 4.72428 -0.44445  -0.0106
O: -0.44823 4.35771 -1.07877  -0.0024
H: 1.61856 -1.13468 -3.51040  -0.0014
H: 2.26912 -2.46125 -3.84365  0.0500
O: 1.68427 -1.78511 -4.16023  -0.0019
H: 1.01689 -1.09113 -0.81800  0.0287
H: 2.18760 -0.18909 -1.35691  -0.0313
O: 1.99484 -0.97664 -0.82242  -0.0707
H: -3.58216 -0.43106 0.33966  0.0187
H: -2.64740 -0.71710 1.33968  0.0702
O: -2.98933 0.07820 0.83335  -0.0535
H: -0.09764 -3.43003 -3.19945  0.0306
H: 0.01787 -2.42639 -4.21951  -0.0180
O: -0.60665 -2.70812 -3.61308  -0.0476

Record 8
Molecular formula: C5H8N2S
Method: DFT, wB97M-V/def2-TZVPD

Calculated values
Kohn-Sham gap ... 0.293 Eh
Total energy ... -702.90896 Eh
Relative energy (zero: lowest compared OMol25 entry of this formula, charge and spin) ... 3.294 eV
SMILES ... [H]/N=C(/N)C(=S)CC=C
Multiplicity ... 1

Last column: Löwdin charge in e.
Geometry (Å):
C: -0.83364 1.30322 -0.08620  -0.5731
C: 0.52182 0.88277 -0.47960  -0.7396
C: 1.03548 -0.27891 0.27492  -0.2524
C: 0.69070 -1.68475 -0.35772  -0.1820
C: 0.18613 -2.69696 0.26796  -0.0121
H: -2.09999 2.81267 0.20569  0.1199
H: -0.79648 3.35489 -0.92639  0.1345
H: -1.11916 -0.39669 0.38509  0.0619
H: 0.71040 -0.24609 1.42423  0.1666
H: 2.12444 -0.08855 0.34892  0.0963
H: 1.10403 -1.79029 -1.35219  0.0986
H: -0.06934 -2.48793 1.22719  0.0191
H: -0.15746 -3.75862 -0.12515  0.1196
N: -1.08812 2.64997 -0.09725  0.0265
N: -1.69836 0.54989 0.61254  0.1118
S: 1.48955 1.87540 -1.32205  0.8044

Record 9
Molecular formula: CH6NO4
Method: DFT, wB97M-V/def2-TZVPD

Calculated values
Charge ... -1
Kohn-Sham gap ... 0.323 Eh
Total energy ... -397.49164 Eh
Relative energy (zero: lowest compared OMol25 entry of this formula, charge and spin) ... 1.165 eV
Multiplicity ... 1

Last column: Löwdin charge in e.
Geometry (Å):
N: 0.66542 1.69284 -0.08320  0.1359
C: -0.32982 0.98154 -0.78213  -0.7944
O: -0.48479 -0.25317 -0.39304  -0.1633
O: -0.90968 1.58402 -1.65084  -0.0242
H: 1.14628 1.31213 0.65878  0.0431
H: 0.75828 2.60968 -0.29794  0.0245
H: 1.55952 -1.50363 -0.28455  0.0993
H: 0.16416 -2.18241 -0.37657  0.0664
O: 0.98510 -2.20733 0.22652  -0.1804
H: -0.47841 -0.78106 1.15378  -0.0044
H: -0.03291 -1.91664 1.83152  -0.0173
O: -0.31513 -1.03317 2.14113  -0.1851